Record 1
The following is a quantum chemistry calculation of a single C4H8N2O2 molecule at a distorted geometry, from the OMol25 dataset.

```
16
Properties=species:S:1:pos:R:3:mulliken_charge:R:1
O -0.73364 2.04921 2.01844 -0.47
C -0.90143 1.10274 1.33967 -0.19
C -0.19109 1.03259 -0.03390 0.28
C -1.41671 0.48962 -0.84509 -1.41
N 0.97195 0.24671 0.03498 -0.18
C 0.85715 -1.22158 -0.00374 0.43
N 2.02819 -1.90353 -0.33510 -0.45
O -0.23015 -1.76673 0.17025 -0.56
H -1.52630 0.25707 1.54335 0.41
H -0.02899 2.05587 -0.44036 0.31
H -2.19899 1.34035 -0.66898 0.34
H -1.40179 0.38987 -1.94450 0.35
H -1.93614 -0.44622 -0.57176 0.34
H 1.90816 0.78216 -0.02077 0.28
H 2.88304 -1.45762 -0.16836 0.21
H 1.91674 -2.95052 -0.07412 0.29
```

The value obtained for the gap between HOMO and LUMO is 9.4 eV. The total energy is -417.182692 a.u. The HOMO energy comes out at -8.86 eV. Its energy above the lowest of the compared OMol25 structures with the same formula, charge and spin is 45.97 kcal/mol. For the LUMO energy, the calculation gives 0.0216 Eh. The charge is 0.

=====

Record 2
The following is a quantum chemistry calculation of a molecular structure, C4H8N2O2 at a distorted geometry, from the OMol25 dataset.

```
16
Properties=species:S:1:pos:R:3:mulliken_charge:R:1
C -1.37876 -0.83870 -1.01721 -1.05
C 0.73439 1.46575 -0.21543 -1.12
N 0.25274 -0.77527 0.90390 -0.24
C -1.58708 -0.47867 0.28884 0.80
C 0.86034 -0.01671 -0.42013 0.65
O 0.10209 -0.46593 2.24826 -0.41
N 1.76795 -0.67201 -1.00214 -0.66
O -2.26509 0.24197 0.96157 -0.51
H -0.47723 0.30243 2.41166 0.34
H 0.55069 -1.74948 0.84547 0.29
H 2.40705 -0.10852 -1.55272 0.29
H -0.88700 -1.78639 -1.17862 0.29
H -2.15685 -0.62498 -1.73466 0.35
H 0.98135 1.97371 -1.14692 0.42
H 1.38981 1.79838 0.59008 0.27
H -0.29440 1.73441 0.01804 0.29
```

The value obtained for the gap between HOMO and LUMO is 9.0 eV. The total energy is -417.025538 a.u. The HOMO energy comes out at -8.31 eV. Its energy above the lowest of the compared OMol25 structures with the same formula, charge and spin is 144.59 kcal/mol. For the LUMO energy, the calculation gives 0.0258 Eh. The charge is 0.

=====

Record 3
The following is a quantum chemistry calculation of a single C4H8N2O2 molecule at a distorted geometry, from the OMol25 dataset.

```
16
Properties=species:S:1:pos:R:3:mulliken_charge:R:1
C -0.88609 -0.33638 -0.50428 -0.75
C -0.08958 -0.75227 -1.80957 -0.61
C 0.95900 0.35134 -2.04864 -0.05
O 1.99831 0.12347 -2.61705 -0.48
N 0.09277 -0.18701 0.54368 -0.07
C -0.29184 0.26586 1.79537 0.35
N -1.74831 0.14239 1.91781 -0.42
O 0.49945 0.51796 2.68068 -0.56
H -1.45982 0.52063 -0.82801 0.31
H -1.65657 -1.07106 -0.11924 0.51
H -0.84445 -0.92056 -2.55199 0.39
H 0.39748 -1.76222 -1.63526 0.28
H 0.60975 1.28356 -1.60159 0.41
H 1.00297 0.04804 0.23733 0.23
H -2.07265 -0.32544 2.83508 0.21
H -2.51896 0.23662 1.32694 0.24
```

The value obtained for the gap between HOMO and LUMO is 10.6 eV. The total energy is -417.180994 a.u. The HOMO energy comes out at -10.06 eV. Its energy above the lowest of the compared OMol25 structures with the same formula, charge and spin is 47.04 kcal/mol. For the LUMO energy, the calculation gives 0.0218 Eh. The charge is 0.

=====

Record 4
The following is a quantum chemistry calculation of 2 unconnected molecules or ions with the total composition C4H8N2O2 at a distorted geometry, from the OMol25 dataset.

```
16
Properties=species:S:1:pos:R:3:mulliken_charge:R:1
C 0.14670 0.63258 0.05271 -0.39
C -0.09131 3.27699 -0.59877 0.84
C 0.24486 -1.88452 0.70433 -0.78
C -0.90227 -1.06730 -1.22776 -1.02
N 0.80793 0.96589 1.13332 -0.22
N -0.07184 -0.74370 -0.09593 0.18
O -1.14859 3.19123 -0.99948 -0.34
O 0.96504 3.36291 -0.17745 -0.47
H -0.65705 -2.44966 1.01936 0.30
H 0.77636 -1.53444 1.56990 0.26
H 0.85114 -2.60143 0.10623 0.27
H -0.66013 -0.41145 -2.15120 0.25
H -1.87652 -0.89252 -0.86191 0.34
H -0.76064 -2.13640 -1.46189 0.35
H 0.97647 1.98917 1.17094 0.25
H 1.39985 0.30265 1.81759 0.17
```

The value obtained for the gap between HOMO and LUMO is 9.3 eV. The total energy is -417.159289 a.u. The HOMO energy comes out at -8.46 eV. Its energy above the lowest of the compared OMol25 structures with the same formula, charge and spin is 60.66 kcal/mol. For the LUMO energy, the calculation gives 0.0306 Eh. The charge is 0.

=====

Record 5
The following is a quantum chemistry calculation of a molecular structure, C4H8N2O2 at a distorted geometry, from the OMol25 dataset.

```
16
Properties=species:S:1:pos:R:3:mulliken_charge:R:1
C 0.89792 -0.42932 -0.27015 0.11
C -0.29644 -0.94480 0.19862 -0.20
C 1.93277 0.18270 0.59384 -1.14
N -0.67553 1.89523 0.40997 -0.44
C -1.24942 0.78829 -0.20806 0.80
N -0.97131 -1.94563 -0.51770 -0.64
O -0.12124 1.63208 -0.91775 -0.43
O -2.42240 0.58650 -0.40021 -0.59
H -1.29885 2.69446 0.31524 0.34
H 1.14091 -0.57133 -1.31846 0.28
H -0.45502 -0.96409 1.27435 0.33
H -1.88867 -2.15788 -0.13294 0.30
H -1.20112 -1.72258 -1.48209 0.29
H 2.55534 -0.62237 1.00391 0.33
H 1.47932 0.72344 1.42647 0.35
H 2.57372 0.85530 0.02496 0.31
```

The value obtained for the gap between HOMO and LUMO is 8.3 eV. The total energy is -417.022840 a.u. The HOMO energy comes out at -8.73 eV. Its energy above the lowest of the compared OMol25 structures with the same formula, charge and spin is 146.28 kcal/mol. For the LUMO energy, the calculation gives -0.0147 Eh. The charge is 0.

=====

Record 6
The following is a quantum chemistry calculation of a molecular structure, C4H8N2O2S at a distorted geometry, from the OMol25 dataset.

```
17
Properties=species:S:1:pos:R:3:mulliken_charge:R:1
C -1.07143 1.40851 0.16615 -0.27
C -2.07803 0.58429 0.36268 -0.19
C 0.03173 1.14655 -0.77380 -1.13
C 0.87639 -0.06001 -0.22111 0.91
N 0.24234 -1.39885 -0.36328 -0.19
N 0.34431 -2.26351 0.61821 -0.42
O 1.11472 0.14248 1.12083 -0.59
O 2.11142 -0.13285 -0.83940 -0.58
S -2.03699 -0.85960 -0.53922 -0.23
H -1.06327 2.42469 0.70965 0.23
H -2.72893 0.87579 1.21839 0.35
H -0.36537 0.70949 -1.70237 0.43
H 0.61110 1.96684 -1.10935 0.48
H 0.17126 -1.88428 1.57011 0.23
H -0.00208 -3.24254 0.34022 0.27
H 1.93135 0.72426 1.31038 0.32
H 1.91149 -0.14126 -1.86810 0.36
```

The value obtained for the gap between HOMO and LUMO (spin up / spin down) is 7.5 / 7.5 eV. The total energy is -815.262786 a.u. The HOMO energy (spin up / spin down) comes out at -7.66 / -7.66 eV. Its energy above the lowest of the compared OMol25 structures with the same formula, charge and spin is 90.51 kcal/mol. For the LUMO energy (spin up / spin down), the calculation gives -0.0070 / -0.0062 Eh. The charge is 0.

=====

Record 7
The following is a quantum chemistry calculation of a single C4H8N2O2S molecule at a distorted geometry, from the OMol25 dataset.

```
17
Properties=species:S:1:pos:R:3:mulliken_charge:R:1
C -0.31664 -1.28377 -0.10447 -0.18
C -0.15785 1.00437 -1.15060 -1.12
C 0.52246 -0.17349 -0.53397 0.77
C 1.30211 0.23208 0.74876 -1.52
N -1.83845 -0.58923 -0.21242 0.30
N -2.95392 -1.37873 -0.06917 -0.66
O -0.22114 -2.41160 0.24373 -0.50
O -1.23223 1.61425 1.12058 -0.54
S -1.80543 1.16137 -0.18263 0.38
H 0.42752 1.84586 -1.08419 0.54
H -0.57751 0.86537 -2.10416 0.43
H 1.35150 -0.52994 -1.13713 0.39
H 2.25704 -0.11016 0.83784 0.46
H 0.78724 -0.13087 1.64440 0.34
H 1.28518 1.26651 0.90182 0.35
H -2.83072 -1.82617 0.88275 0.27
H -3.11621 -2.23430 -0.67966 0.28
```

As for the multiplicity: 3. As for the expectation value of S²: 2.01. The value obtained for the gap between HOMO and LUMO (spin up / spin down) is 5.6 / 6.2 eV. The total energy is -815.115394 a.u. The HOMO energy (spin up / spin down) comes out at -4.92 / -9.55 eV. Its energy above the lowest of the compared OMol25 structures with the same formula, charge and spin is 45.08 kcal/mol. For the LUMO energy (spin up / spin down), the calculation gives 0.0246 / -0.1240 Eh. The charge is 0.

=====

Record 8
The following is a quantum chemistry calculation of a molecular structure, C4H8N2OS at a distorted geometry, from the OMol25 dataset.

```
16
Properties=species:S:1:pos:R:3:mulliken_charge:R:1
C -0.92067 0.67359 -0.47456 -0.05
C 0.05816 1.71332 -0.16883 -0.51
C 1.27690 -0.24326 -0.07288 0.20
C -0.22079 -0.63432 0.07927 0.06
H -1.19091 1.52035 -2.43406 0.20
H -1.69783 -0.09119 -2.10093 0.18
H -1.92638 0.95762 -0.12729 0.32
H -0.14170 2.23814 0.85205 0.22
H -0.16708 2.51841 -0.91089 0.35
H 2.32443 1.66909 -0.62724 0.26
H -0.52592 -1.36801 -0.75786 0.28
H -1.19282 0.37442 2.09730 0.13
N -1.09867 0.58632 -1.97751 -0.70
N 1.43838 1.11315 -0.35645 -0.18
O 2.06499 -1.12903 -0.13907 -0.55
S -0.97133 -1.23368 1.58007 -0.21
```

The value obtained for the gap between HOMO and LUMO is 9.1 eV. The total energy is -740.071102 a.u. The HOMO energy comes out at -9.04 eV. Its energy above the lowest of the compared OMol25 structures with the same formula, charge and spin is 57.05 kcal/mol. For the LUMO energy, the calculation gives 0.0041 Eh. The charge is 0.

=====

Record 9
The following is a quantum chemistry calculation of 2 unconnected molecules or ions with the total composition C4H8N2OS at a distorted geometry, from the OMol25 dataset.

```
16
Properties=species:S:1:pos:R:3:mulliken_charge:R:1
C 1.48398 0.71391 0.51832 -0.11
C 0.30555 -1.67940 -0.75721 0.80
C -2.69466 0.12512 0.45126 -0.77
C 0.20525 0.17619 0.57175 -0.78
N 1.89828 1.85635 -0.05191 -0.42
N 1.23955 -1.44924 -1.51563 -0.56
O -0.48834 -2.24996 -0.01900 -0.50
S -1.19835 0.92421 -0.25350 -0.14
H 2.28486 0.25858 1.11173 0.33
H -3.61844 0.74032 0.39706 0.34
H -2.47103 -0.03397 1.48547 0.26
H -2.81742 -0.79547 -0.15530 0.24
H -0.02594 -0.66358 1.15777 0.62
H 2.90369 1.98352 -0.30815 0.24
H 1.18451 2.29368 -0.64271 0.18
H 1.80850 -2.20025 -1.98996 0.28
```

The value obtained for the gap between HOMO and LUMO is 7.9 eV. The total energy is -740.080396 a.u. The HOMO energy comes out at -7.23 eV. Its energy above the lowest of the compared OMol25 structures with the same formula, charge and spin is 51.22 kcal/mol. For the LUMO energy, the calculation gives 0.0249 Eh. The charge is 0.

=====

Record 10
The following is a quantum chemistry calculation of a single C4H8N2OS molecule at a distorted geometry, from the OMol25 dataset.

```
16
Properties=species:S:1:pos:R:3:mulliken_charge:R:1
C 0.67279 2.09959 0.26513 -0.73
C -0.47686 0.10616 -0.22843 0.48
C -1.68803 -0.21035 -0.60602 -0.30
C 0.46864 -0.93386 0.39540 -0.26
H -0.20211 2.79221 0.62197 0.26
H 1.54758 2.65586 -0.31256 0.23
H 1.21935 1.70966 1.03321 0.40
H -2.04495 0.80457 -0.95132 0.29
H -3.47787 -1.29743 0.34933 0.26
H -1.92598 -2.36727 -0.42175 0.29
H -0.11223 -1.55847 1.18237 0.33
H 3.76226 -1.64378 0.04781 0.17
N -2.49488 -1.33083 -0.35468 -0.56
N 1.62935 -1.35110 0.24348 -0.39
O 0.19628 1.17775 -0.69712 -0.34
S 2.92665 -0.65270 -0.56682 -0.14
```

The value obtained for the gap between HOMO and LUMO is 8.8 eV. The total energy is -739.977396 a.u. The HOMO energy comes out at -8.18 eV. Its energy above the lowest of the compared OMol25 structures with the same formula, charge and spin is 115.85 kcal/mol. For the LUMO energy, the calculation gives 0.0237 Eh. The charge is 0.

=====

Look up the energy above the lowest of the compared OMol25 structures with the same formula, charge and spin of the third one.
47.04 kcal/mol

=====

charge of number 5 (C4H8N2O2)?
0

=====

Which value of energy above the lowest of the compared OMol25 structures with the same formula, charge and spin does entry 3 give?
47.04 kcal/mol